No. 1
A structure of composition C11H19MnN2O4. Source: the Open Molecules 2025 dataset; level of theory: ωB97M-V/def2-TZVPD.

Cartesian coordinates (Å):
Mn: 2.06415 0.14525 -0.17916
C: -4.08766 -1.79448 -2.44030
O: -4.02802 -1.98406 -1.02979
C: -2.90362 -1.65111 -0.38770
C: -2.93016 -1.86595 1.01219
C: -1.83109 -1.54905 1.73858
C: -0.64437 -1.00560 1.15982
C: 0.45198 -0.71767 2.02417
C: 0.37003 -0.97678 3.50470
O: 1.56120 -0.24769 1.63705
C: -0.63234 -0.80355 -0.25556
O: 0.37534 -0.32433 -0.94117
C: -1.78108 -1.13771 -1.00002
H: -5.07735 -2.12174 -2.74036
H: -3.33170 -2.39944 -2.94360
H: -3.95402 -0.74178 -2.69411
H: -3.82081 -2.27390 1.46668
H: -1.86402 -1.71706 2.80511
H: -0.45690 -0.42991 3.95681
H: 1.30404 -0.66646 3.96347
H: 0.21406 -2.03776 3.70268
H: -1.73735 -0.96074 -2.06374
C: 1.59746 4.46476 0.37773
C: 1.61740 3.18113 -0.41349
O: 1.99403 2.06010 0.43312
H: 1.34501 5.29691 -0.27868
H: 2.57103 4.66591 0.82419
H: 0.84362 4.43034 1.16710
H: 2.36508 3.20974 -1.20335
H: 0.64616 2.95875 -0.85658
H: 1.62391 2.16927 1.31933
N: 3.02535 -0.08487 -2.03249
N: 2.81804 -1.36088 -1.38473
H: 2.71241 -0.07451 -2.99846
H: 4.01814 0.12080 -2.00861
H: 3.59717 -2.00123 -1.48925
H: 1.96487 -1.77470 -1.75157

Forces on atoms 1 to 2 (eV/Å):
0.0771 0.0927 0.1911
0.0082 -0.0063 0.0513

Summary:
Strongest force on any atom, Eh/bohr: 0.00505
Total charge: +1
Spin multiplicity: 2
HOMO (spin up / spin down), eV: -10.97 / -11.02
⟨S²⟩: 1.147
Frontier orbital gap (spin up / spin down), eV: 8.10 / 8.24
Calculated total energy, eV: -54198.860

Atomic partial charges in e from the natural (NBO) method, atoms 1 to 4:
1 Mn 1.16
2 C -0.26
3 O -0.46
4 C 0.40

=====

No. 2
A structure of composition C33H47BN10O4RuSSe2 in a non-equilibrium geometry. Source: the Open Molecules 2025 dataset; level of theory: ωB97M-V/def2-TZVPD.

Cartesian coordinates (Å):
Ru: -0.16281 0.39632 -0.23814
C: -3.71931 4.15362 0.29516
C: -2.25731 3.80942 0.00936
C: -1.37171 5.05022 0.12906
C: -2.09551 3.21092 -1.34784
C: -2.49631 3.74032 -2.57814
C: -2.09471 2.80182 -3.50314
N: -1.50561 1.79012 -2.85184
N: -1.50521 2.03682 -1.53914
B: -0.89081 0.52412 -3.48834
N: -1.55451 -0.68228 -2.80744
C: -2.12961 -1.72438 -3.41544
C: -2.77971 -2.48038 -2.45984
C: -2.53241 -1.81348 -1.25574
N: -1.78391 -0.74138 -1.49694
C: -2.98481 -2.13038 0.13626
C: -1.84251 -2.83428 0.87086
C: -3.37891 -0.83558 0.84306
N: 0.61849 0.58872 -3.24854
C: 1.60419 0.32882 -4.11934
C: 2.80499 0.61672 -3.51044
C: 2.45929 1.04352 -2.22494
N: 1.13699 1.03052 -2.09704
C: 3.36029 1.53012 -1.13664
C: 3.84569 2.94812 -1.44884
C: 4.53499 0.56912 -0.95844
H: -3.83421 4.56952 1.29696
H: -4.07991 4.89342 -0.41784
H: -4.34341 3.26522 0.21826
H: -1.92181 3.03832 0.71446
H: -1.58851 5.74962 -0.67484
H: -1.53281 5.56202 1.07576
H: -0.32511 4.76342 0.06696
H: -2.98861 4.67422 -2.75934
H: -2.20051 2.79192 -4.56974
H: -1.13011 0.50452 -4.65314
H: -2.03571 -1.85968 -4.47394
H: -3.35031 -3.37728 -2.60864
H: -3.85221 -2.80058 0.08926
H: -0.93291 -2.23228 0.77246
H: -2.06311 -2.95888 1.93046
H: -1.64831 -3.81188 0.43436
H: -2.54091 -0.12478 0.76846
H: -4.24761 -0.39398 0.36036
H: -3.60341 -1.01868 1.89206
H: 1.39699 -0.05048 -5.09934
H: 3.79109 0.50512 -3.91004
H: 2.77099 1.56422 -0.20844
H: 4.41799 2.95742 -2.37504
H: 2.99449 3.61632 -1.55414
H: 4.47969 3.31712 -0.64574
H: 5.23429 0.67022 -1.78724
H: 5.06119 0.76872 -0.02554
H: 4.18039 -0.45948 -0.95044
N: 1.02539 -8.13198 -0.11444
C: 1.16199 -6.83688 -0.59704
C: 2.42769 -6.28198 -0.79184
C: 2.55189 -5.01328 -1.32204
C: 1.42329 -4.29918 -1.67014
C: 0.16539 -4.84548 -1.51524
C: 0.03269 -6.10838 -0.97074
S: 1.54249 -2.61418 -2.27404
O: 2.91679 -2.33538 -2.61624
O: 0.59299 -2.50368 -3.35224
N: 1.04829 -1.65978 -1.03904
C: 1.88889 -1.64378 -0.02024
N: 2.80359 -2.61598 0.14926
C: 3.62629 -2.51998 1.16736
C: 3.59609 -1.46638 2.07036
C: 2.61349 -0.51558 1.84536
N: 1.77019 -0.59908 0.83896
H: 1.79869 -8.46418 0.43816
H: 0.12279 -8.34198 0.28416
H: 3.30729 -6.85088 -0.52044
H: 3.51419 -4.55228 -1.47114
H: -0.68891 -4.27058 -1.83484
H: -0.94611 -6.54188 -0.82234
H: 4.35149 -3.32448 1.26416
H: 4.27909 -1.38218 2.89976
H: 2.51559 0.35632 2.48766
O: 1.25819 1.81022 4.86896
C: -0.03321 2.08762 5.30476
C: -1.02691 2.47582 4.18456
C: -2.10321 3.35312 4.86036
O: -3.27231 3.53932 4.10596
C: -1.73471 1.26542 3.58136
Se: -0.53471 -0.18418 2.96406
C: -0.34591 3.30022 3.09106
Se: 0.70179 2.28332 1.71146
H: 1.20109 1.03642 4.28556
H: 0.06709 2.92392 6.00216
H: -0.46241 1.23552 5.85416
H: -1.65191 4.32632 5.11036
H: -2.42521 2.87242 5.78926
H: -3.01941 3.73762 3.19716
H: -2.31811 1.56562 2.70686
H: -2.40511 0.82122 4.32006
H: 0.37469 3.98872 3.53586
H: -1.09801 3.87432 2.54846

Forces on atoms 1 to 2 (eV/Å):
0.0850 0.3749 -0.5620
0.1510 -0.1711 -0.0171

Summary:
Strongest force on any atom, Eh/bohr: 0.02887
Total charge: -1
Spin multiplicity: 6
HOMO (spin up / spin down), eV: -4.26 / -5.04
⟨S²⟩: 8.765
Frontier orbital gap (spin up / spin down), eV: 6.80 / 6.62
Calculated total energy, eV: -202864.508

Atomic partial charges in e from the Mulliken method, atoms 1 to 4:
1 Ru 1.18
2 C -1.86
3 C 3.29
4 C -1.72

=====

No. 3
The ion C5H4NO4 with charge -1 in a non-equilibrium geometry. Source: the Open Molecules 2025 dataset; level of theory: ωB97M-V/def2-TZVPD.

Cartesian coordinates (Å):
O: -4.28857 -0.73408 -1.49133
C: -3.33100 -0.67051 -0.70122
N: -2.06673 -0.55800 -0.85980
C: -0.96739 -0.88445 -0.27983
C: 0.22772 0.02279 -0.24339
O: -0.08348 1.25728 -0.82236
C: 1.36045 -0.25796 0.42960
C: 2.56134 0.45694 0.50714
O: 3.47716 0.38452 -0.32044
O: 2.89962 0.84005 1.81939
H: -3.49013 -0.84216 0.43115
H: -0.95295 -1.86964 0.16557
H: 0.78716 1.72731 -0.57431
H: 3.86682 1.12791 1.93985

Forces on atoms 1 to 2 (eV/Å):
1.5266 0.3407 0.6422
-3.3345 -1.8717 1.6356

Summary:
Strongest force on any atom, Eh/bohr: 0.08088
Total charge: -1
Spin multiplicity: 1
SMILES: O=C/N=C/C(O)=C=C([O-])O
HOMO, eV: -4.40
Frontier orbital gap, eV: 7.64
Calculated total energy, eV: -14928.392

Atomic partial charges in e from the natural (NBO) method, atoms 1 to 4:
1 O -0.65
2 C 0.51
3 N -0.50
4 C 0.20

=====

No. 4
A cluster of 10 separate species, C51H119N3O24 in total in a non-equilibrium geometry. Source: the Open Molecules 2025 dataset; level of theory: ωB97M-V/def2-TZVPD.

Cartesian coordinates (Å):
C: -1.72013 10.02028 -4.22244
O: -0.54084 9.32601 -4.48747
C: 0.49206 9.38553 -3.46874
C: 0.09768 8.70673 -2.10873
O: 0.22080 7.28743 -2.25069
C: 0.40518 6.53829 -1.04145
C: 0.06294 5.01233 -1.30204
O: 0.86319 4.35182 -2.24727
C: 0.84995 2.90127 -2.13147
H: -2.35169 9.56588 -3.45726
H: -2.24280 10.02413 -5.17914
H: -1.45969 11.05553 -3.98699
H: 0.77711 10.42223 -3.27906
H: 1.33999 8.84300 -3.88312
H: -0.92778 8.94630 -1.82138
H: 0.77394 9.08923 -1.34149
H: -0.34646 6.83596 -0.30614
H: 1.38531 6.66267 -0.57774
H: -0.98105 5.10822 -1.61482
H: 0.08078 4.41479 -0.38738
H: 1.05860 2.64145 -1.09409
H: 1.63728 2.64909 -2.83938
H: -0.09366 2.46313 -2.46264
C: -7.24644 1.21364 8.15457
O: -5.85524 0.84655 8.25296
C: -4.99106 1.87004 7.76607
C: -3.63639 1.25867 7.43326
O: -3.87510 0.42815 6.28423
C: -2.74550 -0.35730 5.86923
C: -1.82360 0.29223 4.77588
O: -1.25064 1.38845 5.43537
C: -0.42358 2.20846 4.67347
H: -7.64927 1.31233 7.14264
H: -7.40410 2.22240 8.54117
H: -7.80675 0.40286 8.61576
H: -4.82913 2.66818 8.49695
H: -5.45293 2.39900 6.93002
H: -3.21738 0.70491 8.27410
H: -2.96882 2.05519 7.10089
H: -3.23784 -1.23239 5.44134
H: -2.09128 -0.76566 6.64144
H: -2.37133 0.49475 3.85177
H: -0.99095 -0.32948 4.43118
H: -0.94890 2.74802 3.87996
H: 0.34150 1.61940 4.16000
H: -0.00134 3.00182 5.28921
C: -1.74958 -0.18307 -4.78505
O: -2.62102 0.29347 -3.76339
C: -3.86622 -0.40842 -3.92203
C: -4.83212 0.12467 -2.87078
O: -4.53041 -0.15674 -1.48845
C: -4.33741 -1.52467 -1.22182
C: -4.53474 -1.74715 0.28761
O: -4.22534 -3.01535 0.80487
C: -5.32410 -3.87017 0.60446
H: -2.17885 -0.14161 -5.79052
H: -1.49539 -1.24149 -4.69501
H: -0.85370 0.43016 -4.87657
H: -3.75095 -1.49051 -3.82965
H: -4.20746 -0.16279 -4.92934
H: -5.86534 -0.07615 -3.15946
H: -4.71667 1.20929 -2.88877
H: -3.31086 -1.84397 -1.42799
H: -4.89108 -2.21491 -1.86351
H: -5.54412 -1.39180 0.51087
H: -3.89127 -1.00144 0.75681
H: -5.58911 -4.15233 -0.41657
H: -6.21220 -3.48268 1.10768
H: -5.06997 -4.80643 1.10320
C: 2.01601 -1.76927 -3.75269
O: 3.00161 -0.99661 -4.44530
C: 2.48095 0.01124 -5.27826
C: 3.73016 0.76823 -5.78109
O: 4.57636 -0.18263 -6.39052
C: 5.89893 0.27259 -6.77440
C: 5.85889 1.20403 -8.03334
O: 5.55520 0.50815 -9.24288
C: 4.27539 -0.12766 -9.28756
H: 1.41072 -2.23066 -4.53496
H: 1.49919 -1.05460 -3.11059
H: 2.46119 -2.55901 -3.15014
H: 1.82766 0.70794 -4.74467
H: 1.89273 -0.21246 -6.17307
H: 4.18593 1.27946 -4.92930
H: 3.49780 1.54804 -6.51036
H: 6.43846 -0.59728 -7.15118
H: 6.44236 0.63489 -5.90065
H: 6.83458 1.67506 -8.15698
H: 5.21140 2.06352 -7.84101
H: 4.10506 -0.39292 -10.33096
H: 3.57786 0.66763 -9.01495
H: 4.08927 -1.02124 -8.69254
C: 4.84332 -1.12210 -1.43642
O: 6.00257 -1.11946 -2.23333
C: 5.91867 -2.08746 -3.27469
C: 7.30879 -2.55520 -3.71059
O: 7.92218 -3.20606 -2.58647
C: 8.90142 -2.44081 -1.92089
C: 9.65320 -3.14082 -0.76129
O: 8.76338 -3.28256 0.33665
C: 7.91857 -4.42045 0.37697
H: 4.66123 -1.99082 -0.80240
H: 3.95937 -0.95199 -2.05353
H: 4.95094 -0.24716 -0.79496
H: 5.33736 -1.60760 -4.06517
H: 5.38573 -2.99368 -2.97830
H: 7.94629 -1.79658 -4.16775
H: 7.23570 -3.35169 -4.45254
H: 8.59409 -1.46580 -1.53798
H: 9.70879 -2.20134 -2.62207
H: 10.48970 -2.56518 -0.36840
H: 9.99532 -4.10800 -1.13808
H: 7.30975 -4.29791 1.27393
H: 8.51181 -5.32306 0.53318
H: 7.21289 -4.45709 -0.45376
C: -2.00729 2.30357 0.39594
O: -2.65824 3.42749 0.94815
C: -3.48172 4.05770 -0.02489
C: -3.89746 5.45964 0.45587
O: -4.74868 5.54657 1.59267
C: -5.26898 6.82660 1.96430
C: -6.06423 6.68714 3.25716
O: -7.35647 6.17026 3.02019
C: -8.22305 6.17099 4.12109
H: -2.72814 1.48516 0.32347
H: -1.21486 1.91136 1.03586
H: -1.47308 2.38541 -0.55316
H: -4.35658 3.40315 -0.07436
H: -3.05540 4.12032 -1.02700
H: -4.34694 5.98790 -0.38869
H: -2.99354 5.99979 0.75111
H: -6.01111 7.07023 1.19974
H: -4.48275 7.58131 2.01355
H: -6.18789 7.72051 3.59363
H: -5.58461 6.02523 3.97998
H: -8.55508 7.18197 4.36404
H: -7.89543 5.70344 5.05411
H: -9.00074 5.47590 3.80304
C: -2.96210 -8.61903 -0.05948
O: -2.07773 -7.50566 -0.19715
C: -2.75579 -6.33305 0.23033
C: -1.89052 -5.06537 0.01537
O: -1.17268 -4.82088 1.20885
C: -0.12160 -5.71028 1.53910
C: 0.39176 -5.27757 2.94156
O: 1.39968 -6.16113 3.42962
C: 0.85839 -7.25255 4.09384
H: -3.34262 -8.78302 0.95140
H: -2.32680 -9.49508 -0.19820
H: -3.79040 -8.66489 -0.76753
H: -2.99485 -6.36136 1.29528
H: -3.66485 -6.17717 -0.35620
H: -2.50250 -4.22441 -0.31017
H: -1.26173 -5.12888 -0.87769
H: 0.69368 -5.69938 0.81240
H: -0.50218 -6.73307 1.50269
H: -0.44243 -5.09808 3.62364
H: 0.78988 -4.26621 2.84696
H: 0.29906 -7.92588 3.43767
H: 0.29373 -7.02395 4.99948
H: 1.62204 -7.97303 4.39497
C: 2.30312 -0.12569 6.75212
N: 1.97679 -0.90893 5.58507
C: 1.08995 -1.99741 5.82918
C: 2.66462 -0.75098 4.42512
O: 2.45504 -1.38948 3.39321
H: 3.13225 -0.54820 7.32305
H: 1.46666 -0.01115 7.44157
H: 2.54212 0.92244 6.56633
H: 0.42103 -1.71552 6.64200
H: 0.46028 -2.24092 4.97425
H: 1.66188 -2.86506 6.16374
H: 3.45560 0.00053 4.57062
C: -0.99287 -0.91341 1.14297
N: -0.12043 -0.50340 0.02227
C: -0.75024 -0.60274 -1.29889
C: 1.16882 -0.11472 0.26225
O: 1.91636 0.27795 -0.65008
H: -0.58646 -0.94542 2.15369
H: -1.40355 -1.91258 0.98349
H: -1.82648 -0.21152 1.17250
H: -0.08166 -0.20444 -2.05869
H: -1.04411 -1.64629 -1.41536
H: -1.64365 0.02315 -1.30540
H: 1.56990 -0.11233 1.28539
C: 2.67688 -3.18826 0.95880
N: 2.55505 -3.84868 -0.31394
C: 3.73181 -4.63976 -0.59452
C: 1.39712 -3.92725 -0.98843
O: 1.22801 -4.69316 -1.93025
H: 1.69344 -2.87037 1.30925
H: 3.23069 -2.24768 0.95773
H: 3.14073 -3.82823 1.70913
H: 3.59941 -5.08378 -1.58189
H: 4.66449 -4.08020 -0.52357
H: 3.94426 -5.51484 0.02500
H: 0.65045 -3.29446 -0.48207

Forces on atoms 1 to 2 (eV/Å):
0.2829 0.4437 -0.5316
1.4562 -0.7698 0.7425

Summary:
Strongest force on any atom, Eh/bohr: 0.05012
Total charge: 0
Spin multiplicity: 1
SMILES: COCCOCCOC.COCCOCCOC.COCCOCCOC.COCCOCCOC.COCCOCCOC.COCCOCCOC.COCCOCCOC.CN(C)C=O.CN(C)C=O.CN(C)C=O
HOMO, eV: -8.85
Frontier orbital gap, eV: 9.36
Calculated total energy, eV: -108411.974

Atomic partial charges in e from the Mulliken method, atoms 1 to 4:
1 C -0.68
2 O -0.35
3 C -0.57
4 C -0.47

=====

No. 5
A cluster of 6 separate species, CH14N2O4 in total in a non-equilibrium geometry. Source: the Open Molecules 2025 dataset; level of theory: ωB97M-V/def2-TZVPD.

Cartesian coordinates (Å):
N: 0.26661 0.65825 -2.15850
C: -0.47880 -0.44850 -1.65929
N: -1.17582 -0.20282 -0.46756
H: 1.25476 0.79826 -1.92782
H: -0.21002 1.53151 -1.99989
H: -1.24420 -0.65254 -2.42846
H: 0.20824 -1.31646 -1.53330
H: -0.97900 -1.08837 0.01200
H: -0.71079 0.53873 0.00174
H: 0.39080 -3.35221 0.23650
H: -2.23176 -1.64528 1.40243
O: 0.01891 -2.52558 -0.06603
H: -1.88329 -1.87179 1.92796
H: 0.84359 3.30973 -0.30331
O: 0.53719 2.43378 -0.14311
H: 0.72533 1.97723 1.13182
H: 0.16892 2.17336 2.64495
O: 0.87702 1.71349 2.12708
H: 1.15037 -1.43934 0.71640
H: 0.94100 0.00694 1.46890
O: 1.53093 -0.59840 1.01750

Forces on atoms 1 to 2 (eV/Å):
-0.6546 0.7472 0.0684
1.1020 1.5241 0.1429

Summary:
Strongest force on any atom, Eh/bohr: 0.06448
Total charge: 0
Spin multiplicity: 1
HOMO, eV: -9.34
Frontier orbital gap, eV: 3.87
Calculated total energy, eV: -12425.020

Atomic partial charges in e from the natural (NBO) method, atoms 1 to 4:
1 N -0.62
2 C -0.11
3 N -0.64
4 H 0.43

=====

> Look up the spin multiplicity of the fifth one.

1

=====

> Look up the total charge of the fifth one.

0

=====

> calculated total energy of number 3 (C5H4NO4)?

-14928.392 eV